Record 1
Computed, not measured: a 5-piece molecular cluster, C11H24Cl8O6Si overall in a non-equilibrium geometry, with wB97M-V/def2-TZVPD.

The LUMO energy is 0.276 eV. As for the structure (SMILES): C[C@@H](O)CO[Si@](C)(COO)CC(=O)O.ClCCl.ClCCl.ClCCl.ClCCl.

XYZ file:
```
50
Properties=species:S:1:pos:R:3:nbo_charge:R:1
C 1.8081 -1.6093 -0.7890 -0.67
C 0.9230 -0.7603 -1.8436 0.08
O 1.8078 -0.1108 -2.8142 -0.74
C -0.1554 -1.6753 -2.6336 -0.10
O -1.3171 -0.9263 -3.0711 -0.88
Si -2.5456 -0.8250 -1.8522 1.85
C -1.9620 -1.2827 -0.0851 -1.17
C -3.9443 -2.1053 -2.3079 -0.57
O -3.8497 -3.3446 -1.5673 -0.27
O -4.5463 -3.3203 -0.3958 -0.44
C -3.2821 0.9668 -1.7433 -1.00
C -2.1736 2.0811 -1.4231 0.80
O -1.8001 2.9510 -2.2527 -0.54
O -1.5610 2.1260 -0.1108 -0.79
H 1.6649 -1.1836 0.2677 0.23
H 1.5116 -2.7107 -0.7584 0.21
H 2.9062 -1.4670 -1.1034 0.24
H 0.4048 0.0878 -1.2340 0.16
H 1.5449 -0.3707 -3.7248 0.48
H 0.3280 -2.1168 -3.5878 0.19
H -0.4714 -2.5913 -2.0059 0.19
H -1.3650 -0.4260 0.3812 0.24
H -2.9083 -1.4963 0.5443 0.27
H -1.3173 -2.2297 -0.0305 0.26
H -4.9895 -1.6301 -2.3228 0.20
H -3.7221 -2.3797 -3.4114 0.24
H -5.2056 -2.5918 -0.3634 0.45
H -3.9864 0.9509 -0.8316 0.26
H -3.8703 1.2005 -2.6981 0.27
H -0.7051 1.6350 -0.1205 0.50
Cl -2.1811 5.0452 3.1069 -0.03
C -3.0461 3.8211 2.1689 -0.40
Cl -3.8257 2.6376 3.2270 -0.04
H -3.8081 4.3116 1.5649 0.22
H -2.3382 3.3046 1.5228 0.25
Cl 1.5286 1.5428 0.1503 -0.03
C 2.3808 1.8961 1.6595 -0.40
Cl 2.9358 0.4114 2.4391 -0.02
H 3.2422 2.5250 1.4400 0.24
H 1.7046 2.4193 2.3342 0.23
Cl 6.0059 1.9048 1.5734 -0.02
C 5.7265 1.6866 -0.1591 -0.40
Cl 4.7102 2.9773 -0.8121 -0.02
H 6.6850 1.6969 -0.6754 0.23
H 5.2307 0.7300 -0.3198 0.23
Cl 5.0506 -1.6296 5.2840 -0.02
C 3.4653 -2.3723 5.0418 -0.40
Cl 3.2262 -2.8329 3.3521 -0.02
H 3.3926 -3.2624 5.6647 0.22
H 2.6933 -1.6587 5.3261 0.22
```

Record 2
Computed, not measured: a 2-piece molecular cluster, C2H8FN2O2 overall in a non-equilibrium geometry, with wB97M-V/def2-TZVPD.

The energy relative to the best compared isomer or geometry (same formula, charge and spin) comes out at 138.2 kcal per mole. The LUMO energy is -4.407 eV. Its charge is +1.

XYZ file:
```
15
Properties=species:S:1:pos:R:3:nbo_charge:R:1
C -1.3114 -1.1791 0.6880 -0.42
C 1.1120 0.7541 -0.1111 0.95
N 1.3671 0.6743 -1.3481 -0.75
N -1.1727 -0.0624 -0.2408 -0.88
O 0.6046 1.8325 0.4057 -0.63
O 1.4023 -0.1527 0.8568 -0.10
F 1.6161 -1.4171 0.3800 -0.05
H -0.5443 -0.9852 1.3976 0.19
H -2.3885 -1.3183 1.0778 0.21
H -1.0338 -2.1078 0.2746 0.21
H 1.4389 1.5551 -1.8710 0.46
H 1.3905 -0.2183 -1.8981 0.47
H -1.3642 0.8950 0.0198 0.38
H -1.7375 -0.2403 -1.0661 0.38
H 0.6210 1.9703 1.4350 0.57
```

Record 3
Computed, not measured: C5H7ClN2 as an isolated structure in a non-equilibrium geometry, with wB97M-V/def2-TZVPD.

The energy relative to the best compared isomer or geometry (same formula, charge and spin) comes out at 67.7 kcal per mole. The LUMO energy is 0.736 eV.

XYZ file:
```
15
Properties=species:S:1:pos:R:3:nbo_charge:R:1
C -1.3749 0.0148 0.2618 0.27
C 0.4873 -1.1361 0.0404 0.09
C 1.0502 0.0659 0.0356 0.01
C 1.2274 -2.4432 -0.1147 -0.63
C -0.8873 2.3965 -0.0162 -0.42
N -0.8723 -1.2056 0.1519 -0.53
N -0.5596 1.0759 0.2592 -0.43
Cl 2.3563 0.9909 -0.1790 0.13
H -2.5051 0.0837 0.3383 0.19
H 1.7023 -2.5095 -1.1360 0.22
H 2.0216 -2.4051 0.5218 0.22
H 0.3862 -3.1851 0.1075 0.25
H -0.3673 2.8345 -0.9137 0.21
H -1.9753 2.4293 -0.2860 0.21
H -0.6893 2.9930 0.9291 0.20
```

Record 4
Computed, not measured: a 2-piece molecular cluster, C2H9N3O overall in a non-equilibrium geometry, with wB97M-V/def2-TZVPD.

The energy relative to the best compared isomer or geometry (same formula, charge and spin) comes out at 95.1 kcal per mole. The LUMO energy is -8.026 eV. Its charge is +2.

XYZ file:
```
15
Properties=species:S:1:pos:R:3:nbo_charge:R:1
C 0.9016 -0.2572 0.2017 0.26
C -1.4673 0.0394 -0.3643 0.41
N 1.4303 -1.3791 0.5129 -0.71
N 1.8399 0.5236 -0.6520 -0.75
N -2.3421 0.8561 0.5764 -0.77
O -2.0546 -1.0592 -0.5886 -0.62
H 2.4101 -1.7286 0.1399 0.43
H 0.8624 -1.9179 1.1511 0.45
H 1.3944 0.6486 -1.5723 0.48
H 2.7433 0.2898 -0.5442 0.43
H 1.9533 1.4844 -0.3946 0.46
H -2.9134 0.1864 1.0856 0.45
H -1.7199 1.4863 1.1869 0.48
H -2.9057 1.3909 0.0335 0.45
H -1.5827 -1.7269 -1.1136 0.55
```